Density functional theory data (the ωB97M-V functional and the def2-TZVPD basis) for a molecular structure, C43H64BCuN3O2PSb2.

Its max |F| is 0.7 eV/A. The calculation puts the electronic energy at -4478.70688 hartree. As for the HOMO energy (spin up / spin down): -0.358 / -0.374 Ha. The LUMO energy (spin up / spin down) comes out at -2.6 / -3.6 eV. Its orbital gap (spin up / spin down) is 7.11 / 6.61 eV. Its charge is +1. As for the spin multiplicity: 2.

```
117
C43H64BCuN3O2PSb2 | the OMol25 dataset | the ωB97M-V functional and the def2-TZVPD basis
Cu 0.34 -0.74 -0.43
C -4.91 0.87 0.70
Sb -3.44 -0.64 0.27
C -4.61 -1.49 -1.32
C -4.18 -2.06 1.74
C -3.82 -1.69 3.15
C -4.64 -0.78 3.83
C -4.36 -0.37 5.12
C -3.24 -0.87 5.77
C -2.44 -1.79 5.12
C -2.70 -2.21 3.81
C -1.81 -3.26 3.21
Sb -0.07 -2.48 2.16
C 0.99 -4.35 2.23
C 0.87 -1.68 3.91
H -5.90 0.42 0.71
H -4.87 1.64 -0.08
H -4.72 1.34 1.66
H -5.65 -1.56 -0.99
H -4.26 -2.49 -1.56
H -4.56 -0.86 -2.21
H -3.82 -3.05 1.46
H -5.26 -2.03 1.60
H -5.52 -0.41 3.33
H -5.02 0.33 5.61
H -3.01 -0.58 6.78
H -1.59 -2.23 5.64
H -2.32 -3.94 2.54
H -1.37 -3.86 4.01
H 0.79 -4.84 3.19
H 2.06 -4.16 2.16
H 0.70 -5.01 1.42
H 1.05 -2.49 4.61
H 0.21 -0.94 4.35
H 1.80 -1.20 3.64
C 3.20 0.90 1.33
C 3.84 -0.25 0.55
C 4.05 -1.42 1.50
C 5.19 0.25 0.00
P 2.65 -0.73 -0.82
C 2.83 0.65 -2.01
C 3.71 0.68 -3.09
C 3.76 1.77 -3.94
C 2.94 2.87 -3.72
C 2.06 2.86 -2.64
C 2.01 1.76 -1.80
C 3.18 -2.34 -1.64
C 4.68 -2.54 -1.85
C 2.45 -2.43 -2.99
C 2.65 -3.49 -0.77
H 3.84 1.14 2.18
H 2.22 0.61 1.73
H 3.09 1.80 0.72
H 4.61 -1.08 2.37
H 4.62 -2.24 1.05
H 3.10 -1.82 1.86
H 5.82 0.52 0.85
H 5.06 1.14 -0.62
H 5.71 -0.51 -0.58
H 4.38 -0.15 -3.29
H 4.45 1.78 -4.77
H 2.98 3.72 -4.38
H 1.41 3.71 -2.46
H 1.30 1.76 -0.99
H 5.14 -1.78 -2.48
H 4.82 -3.51 -2.36
H 5.23 -2.59 -0.92
H 2.70 -1.62 -3.67
H 1.37 -2.45 -2.86
H 2.74 -3.37 -3.47
H 3.23 -3.63 0.14
H 2.70 -4.42 -1.35
H 1.61 -3.33 -0.48
C -1.94 3.63 1.28
C -0.65 2.87 1.51
C 0.53 3.82 1.39
O -0.50 1.91 0.40
B -0.19 0.70 0.94
O -0.19 0.66 2.29
C -0.63 1.96 2.79
C 0.36 2.40 3.86
C -2.00 1.74 3.42
H -1.87 4.20 0.36
H -2.13 4.33 2.10
H -2.80 2.95 1.21
H 0.51 4.30 0.41
H 1.48 3.30 1.50
H 0.49 4.61 2.15
H 1.39 2.38 3.49
H 0.29 1.72 4.71
H 0.14 3.40 4.21
H -2.71 1.35 2.69
H -2.40 2.65 3.85
H -1.91 0.99 4.21
C -1.91 -2.63 -3.61
C -1.41 -2.31 -2.36
N -0.69 -1.20 -2.14
C -0.45 -0.39 -3.17
C -0.94 -0.60 -4.45
C -1.67 -1.76 -4.67
C -0.64 0.34 -5.54
C -0.65 1.68 -5.54
C -1.04 2.63 -4.48
C -0.99 4.00 -4.73
C -1.33 4.85 -3.70
N -1.71 4.40 -2.50
C -1.77 3.08 -2.37
N -1.46 2.18 -3.29
H -2.48 -3.53 -3.75
H -1.58 -2.95 -1.50
H 0.15 0.48 -2.96
H -2.05 -1.99 -5.65
H -0.37 -0.13 -6.48
H -0.34 2.16 -6.46
H -0.68 4.38 -5.69
H -1.29 5.92 -3.82
H -2.08 2.69 -1.41
```

Mulliken atomic charge list, values in e, 6 entries: -1.506 -1.541 0.229 -1.419 -1.702 0.897


Density functional theory data (the ωB97M-V functional and the def2-TZVPD basis) for 3 unconnected molecules or ions with the total composition C4H14NO3 in a non-equilibrium geometry.

Its max |F| is 5.6 eV/A. The calculation puts the electronic energy at -441.21073 hartree. As for the HOMO energy: -0.111 Ha. The LUMO energy comes out at 3.6 eV. Its orbital gap is 6.59 eV. Its charge is -1.

```
22
C4H14NO3 | the OMol25 dataset | the ωB97M-V functional and the def2-TZVPD basis
C 1.31 1.89 -0.44
C 0.04 1.11 -1.14
N -0.24 -0.13 -0.48
C -1.52 -0.14 0.13
C -1.71 0.50 1.64
O -0.46 0.40 2.10
H 1.25 2.85 -0.89
H 1.28 1.66 0.64
H 2.21 1.57 -0.91
H 0.43 0.85 -2.13
H -0.74 1.76 -1.27
H 0.52 -0.37 0.19
H -2.36 0.41 -0.41
H -1.73 -1.24 -0.05
H -2.40 -0.27 2.09
H -2.38 1.41 1.78
H 0.27 -1.17 1.87
H 0.64 -2.36 0.96
O 0.65 -2.09 1.87
H 2.31 -2.13 -2.23
H 0.99 -1.93 -1.49
O 1.64 -2.57 -1.83
```

natural (NBO) atomic charge list, values in e, 6 entries: -0.656 -0.180 -0.704 -0.259 -0.030 -0.956


Density functional theory data (the ωB97M-V functional and the def2-TZVPD basis) for a molecular structure, C28H43BaF5N4O2.

Its max |F| is 0.6 eV/A. The calculation puts the electronic energy at -1987.17206 hartree. As for the HOMO energy: -0.257 Ha. The LUMO energy comes out at 0.2 eV. Its orbital gap is 7.16 eV.

```
83
C28H43BaF5N4O2 | the OMol25 dataset | the ωB97M-V functional and the def2-TZVPD basis
Ba 0.00 -0.15 -0.92
C -2.31 -1.03 -3.69
N -2.21 -1.57 -2.33
C -3.50 -1.35 -1.65
C -1.93 -3.00 -2.36
C -0.53 -3.33 -2.87
N 0.53 -2.93 -1.95
C 1.82 -2.91 -2.64
C 0.60 -3.85 -0.82
H -3.01 -1.64 -4.29
H -1.34 -1.02 -4.18
H -2.68 -0.01 -3.65
H -4.31 -1.87 -2.18
H -3.72 -0.28 -1.63
H -3.45 -1.72 -0.63
H -2.66 -3.52 -3.00
H -2.06 -3.40 -1.36
H -0.37 -2.83 -3.83
H -0.47 -4.41 -3.07
H 2.09 -3.90 -3.03
H 2.60 -2.58 -1.95
H 1.78 -2.20 -3.47
H 0.69 -4.89 -1.16
H -0.29 -3.77 -0.19
H 1.46 -3.63 -0.20
C 2.41 2.04 -4.01
C 2.63 1.49 -2.62
O 2.26 0.36 -2.31
N 3.28 2.30 -1.76
C 3.60 1.93 -0.39
C 2.62 2.48 0.62
C 3.02 3.38 1.59
C 2.07 3.86 2.49
C 0.76 3.43 2.37
C 0.46 2.53 1.36
N 1.36 2.05 0.52
H 2.21 1.20 -4.67
H 3.28 2.59 -4.36
H 1.55 2.69 -4.00
H 3.45 3.24 -2.06
H 4.61 2.27 -0.17
H 3.60 0.84 -0.35
H 4.05 3.70 1.65
H 2.36 4.55 3.27
H -0.01 3.76 3.05
H -0.56 2.18 1.24
F -0.87 1.82 -3.74
C -1.33 2.05 -2.41
F -2.74 2.04 -2.55
C -1.02 3.52 -2.20
F 0.32 3.73 -2.18
F -1.51 4.37 -3.13
F -1.49 3.94 -1.01
C 1.65 -2.60 3.52
C 1.87 -1.19 2.96
C 2.27 -1.32 1.49
C 0.68 -0.32 3.31
C 0.74 0.36 4.52
C -0.35 1.07 5.01
C -1.53 1.06 4.29
C -1.64 0.41 3.07
C -2.98 0.38 2.37
C -3.06 1.16 1.05
C -3.47 -1.06 2.20
C -0.50 -0.25 2.53
O -0.54 -0.74 1.31
H 2.51 -3.24 3.34
H 0.78 -3.06 3.03
H 1.45 -2.57 4.59
H 2.73 -0.76 3.49
H 1.53 -1.90 0.95
H 3.23 -1.84 1.42
H 2.39 -0.35 0.99
H 1.66 0.32 5.09
H -0.28 1.59 5.96
H -2.40 1.57 4.69
H -3.68 0.88 3.05
H -2.49 0.72 0.23
H -2.74 2.20 1.17
H -4.10 1.19 0.71
H -2.77 -1.63 1.59
H -4.46 -1.09 1.72
H -3.55 -1.55 3.17
```

Mulliken atomic charge list, values in e, 6 entries: 0.829 -1.319 1.178 -1.169 -0.890 -1.248